Record 1
Entry from OMol25: a cluster of 2 separate species, C10H17F3N3O3S in total (ωB97M-V with the def2-TZVPD basis set).

## Properties
Electronic energy (eV): -40237.4143
LUMO level (eV): -3.14
HOMO (eV): -13.5
F_max (eV/A): 5.001

```
! wB97M-V def2-TZVPD RIJCOSX def2/J DEFGRID3
* xyz 1 1
F -3.73784 -1.22045 -1.36191
C -4.59339 -0.78050 -0.30410
F -5.86113 -0.39424 -0.76150
F -3.88497 0.32310 0.28717
C -4.66340 -1.91827 0.85011
O -3.31685 -2.04957 1.34211
C -3.25380 -2.13733 2.78165
C -1.87541 -1.37130 3.21065
N -0.95921 -1.52386 2.01905
C -0.63323 -0.47869 1.07868
N 0.22952 -1.12994 0.14410
C 0.35981 -2.50229 0.55355
N -0.39599 -2.73530 1.73640
H -4.96541 -2.87886 0.30082
H -5.44279 -1.65184 1.63440
H -3.12420 -3.22523 3.09264
H -4.12963 -1.66331 3.33236
H -2.08737 -0.25407 3.38644
H -1.35816 -1.85582 4.09930
H -1.00580 0.60558 1.08175
H 0.67173 -0.70887 -0.70564
H 0.92102 -3.37842 0.09847
C 4.81552 2.42384 -1.79343
C 3.73188 3.45472 -2.11521
C 2.49873 2.68849 -2.59803
S 2.57053 1.08176 -1.81511
O 2.75887 0.07829 -2.83577
O 1.51249 0.98354 -0.82294
C 4.12452 1.33885 -0.97806
H 5.64771 2.86837 -1.24484
H 5.21018 2.00036 -2.72241
H 3.48455 4.01787 -1.20967
H 4.06764 4.17302 -2.86565
H 1.57437 3.19025 -2.30980
H 2.51853 2.53803 -3.67859
H 4.68578 0.40543 -0.94104
H 3.90519 1.68664 0.03407
*
```


Record 2
Entry from OMol25: the molecule C10H17FN2O4S2 (ωB97M-V with the def2-TZVPD basis set).

## Properties
Electronic energy (eV): -46202.2891
Structure (SMILES): CCN(CC[C@H]1NC(=O)[C@H](S)[C@@H]1S(=O)(=O)F)C(C)=O
LUMO level (eV): 0.37
HOMO (eV): -8.9
F_max (eV/A): 3.682

```
! wB97M-V def2-TZVPD RIJCOSX def2/J DEFGRID3
* xyz 0 1
C 2.82473 0.15868 2.06146
C 1.98580 1.32096 1.42253
N 1.43104 0.82776 0.16389
C 0.41383 1.71507 -0.40812
C -1.04097 1.23037 -0.18883
C -1.37278 -0.08253 -0.92296
N -0.53211 -1.20284 -0.55498
C -0.91115 -1.59624 0.75003
O -0.20616 -2.07066 1.54825
C -2.42153 -1.20263 0.85204
S -3.51463 -2.49358 1.55668
C -2.80275 -0.61448 -0.52931
S -3.36693 -1.89066 -1.71481
O -3.26515 -1.30416 -3.00732
O -4.70178 -2.24193 -1.40270
F -2.43022 -3.15886 -1.54986
C 2.44760 0.46268 -0.78914
C 3.53113 1.42749 -1.27611
O 2.47024 -0.63568 -1.19927
H 3.83073 0.20145 1.62840
H 2.34362 -0.77729 1.75021
H 2.81871 0.19261 3.15397
H 2.68057 2.17481 1.31214
H 1.19589 1.57854 2.13698
H 0.52482 2.77035 -0.10968
H 0.56859 1.70762 -1.50417
H -1.68518 2.02826 -0.58672
H -1.22076 1.11665 0.88890
H -1.30217 0.07137 -2.00710
H -0.36045 -1.92234 -1.24210
H -2.47109 -0.41581 1.62033
H -3.30721 -2.40372 2.89677
H -3.62395 0.10811 -0.52436
H 3.48146 1.44519 -2.36987
H 3.46575 2.43474 -0.84581
H 4.52246 1.04074 -1.00934
*
```


Record 3
Entry from OMol25: a cluster of 2 separate species, C10H17N2O in total (ωB97M-V with the def2-TZVPD basis set).

## Properties
Electronic energy (eV): -15664.9658
LUMO level (eV): -2.81
Energy relative to the best compared isomer or geometry (same formula, charge and spin) (kcal/mol): 54.1
HOMO (eV): -11.7
F_max (eV/A): 5.124

```
! wB97M-V def2-TZVPD RIJCOSX def2/J DEFGRID3
* xyz 1 1
C -4.42522 0.25896 -0.82756
C -3.19860 0.51541 -1.39366
C -4.67211 -0.20321 0.44134
C -2.08637 0.17702 -0.72506
C -3.50266 -0.56491 1.14570
C 1.75627 -0.54427 -1.10904
C 3.11705 -0.63509 1.08476
C 2.14817 0.92549 -1.19575
C 3.28045 0.91586 0.96894
C -2.26817 -0.49417 0.48477
N 1.85305 -1.12513 0.34152
N 2.08414 1.38039 0.13609
O -0.99120 -0.76787 1.13094
H -5.29282 0.80041 -1.42466
H -3.18291 0.99306 -2.32755
H -5.65134 -0.35746 0.71543
H -1.12912 0.06945 -1.26993
H 1.86667 -2.15788 0.28706
H -3.62119 -1.18354 2.04976
H 0.83125 -0.68653 -1.54509
H 2.35095 -1.14844 -1.74147
H 3.96093 -1.16113 0.77532
H 2.90877 -0.75248 2.06639
H 3.20312 0.97047 -1.60951
H 1.42633 1.43574 -1.92634
H 3.29453 1.18835 2.02379
H 4.21393 1.25608 0.41400
H 1.90219 2.37956 0.12047
H 1.05430 -0.75051 0.87887
H -1.23037 -0.73364 2.03048
*
```


Record 4
Entry from OMol25: the ion C10H17N2O2 with charge +1 (ωB97M-V with the def2-TZVPD basis set).

## Properties
Electronic energy (eV): -17714.0880
Structure (SMILES): CCC(=O)[C@@H]1C=CN=C1[C@](C)([NH3+])CO
LUMO level (eV): -3.57
Energy relative to the best compared isomer or geometry (same formula, charge and spin) (kcal/mol): 21.8
HOMO (eV): -13.2
F_max (eV/A): 1.161

```
! wB97M-V def2-TZVPD RIJCOSX def2/J DEFGRID3
* xyz 1 1
C 3.31185 0.57300 -1.07554
C 2.65812 -0.53376 -0.25012
C 1.47936 -0.05039 0.51531
O 1.30890 1.13629 0.76619
C 0.42991 -1.04549 0.94039
C 0.64945 -2.47428 0.55725
C -0.33890 -2.83224 -0.27408
N -1.22635 -1.78700 -0.50515
C -0.84982 -0.75533 0.15220
C -1.66538 0.50176 0.12027
C -1.54495 1.18503 -1.23987
N -1.20806 1.46864 1.17039
C -3.15687 0.11348 0.39462
O -3.72155 -0.56445 -0.66540
H 3.56054 1.42590 -0.44985
H 2.64073 0.90502 -1.86307
H 4.22278 0.20210 -1.53475
H 3.37934 -0.91508 0.48126
H 2.36601 -1.37910 -0.87743
H 0.25730 -0.94503 2.01602
H 1.45866 -3.07631 0.91777
H -0.51853 -3.77762 -0.74862
H -2.22314 2.03323 -1.29918
H -0.52597 1.51999 -1.42170
H -1.82859 0.48349 -2.02065
H -0.11057 1.50380 1.12836
H -1.51227 1.18804 2.10845
H -1.58600 2.39926 0.96641
H -3.74645 1.02689 0.52086
H -3.20251 -0.47116 1.32938
H -3.24336 -1.39930 -0.80873
*
```


Record 5
Entry from OMol25: the ion C10H17N2O3 with charge +1 (ωB97M-V with the def2-TZVPD basis set).

## Properties
Electronic energy (eV): -19756.6591
LUMO level (eV): -2.57
Energy relative to the best compared isomer or geometry (same formula, charge and spin) (kcal/mol): 71.9
HOMO (eV): -10.8
F_max (eV/A): 5.322

```
! wB97M-V def2-TZVPD RIJCOSX def2/J DEFGRID3
* xyz 1 1
C -3.59054 -1.35989 -1.87058
C 0.15031 0.62481 0.00869
C -2.35700 2.30501 -0.29543
C -1.94777 1.64899 0.69248
C -1.58420 -0.78821 1.11861
C -3.00380 -0.65618 0.41596
C 3.16851 0.73567 0.50823
C 2.60992 -1.78875 0.49563
C 2.78374 -0.52845 -1.62316
C 2.32861 -0.36622 -0.15674
N -3.23682 -1.09119 -0.72599
N -1.04016 0.55997 0.60017
O 0.61099 1.80116 -0.26436
O -3.86796 -0.09771 1.36430
O 0.84998 -0.37123 -0.08623
H -3.93641 -2.33633 -2.27245
H -3.01795 3.10079 -0.26194
H -2.07602 2.07238 -1.28576
H -0.06016 2.59318 -0.12908
H -2.39511 1.81769 1.61636
H -1.68016 -0.96162 2.21245
H -1.08783 -1.64134 0.73189
H 4.17662 0.45012 0.68193
H 3.24225 1.67118 -0.05376
H 2.73473 0.93920 1.48155
H 1.94221 -2.02807 1.33309
H 3.70448 -1.84368 0.65563
H 2.46296 -2.58489 -0.15861
H 2.02466 -0.69744 -2.28831
H 3.36605 0.36235 -2.01645
H 3.55377 -1.28217 -1.64091
H -4.82788 -0.25911 1.21277
*
```


Record 6
Entry from OMol25: a cluster of 2 separate species, C10H17N3OS in total (ωB97M-V with the def2-TZVPD basis set).

## Properties
Electronic energy (eV): -27994.4888
Structure (SMILES): CC(C)(C)[C@H]1C=C/C(=[NH+]/[S-])CC1.N#[N+][O-]
LUMO level (spin up / spin down) (eV): -0.30 / -0.30
Energy relative to the best compared isomer or geometry (same formula, charge and spin) (kcal/mol): 114.0
HOMO (spin up / spin down) (eV): -7.4 / -7.4
F_max (eV/A): 3.948

```
! wB97M-V def2-TZVPD RIJCOSX def2/J DEFGRID3
* xyz 0 1
C -1.01820 -2.04545 0.27363
C -0.20140 -0.95356 0.89422
C -0.73107 -0.64855 2.31463
C 1.30341 -1.35603 0.94103
C -0.33667 0.33764 0.01802
C 0.69299 1.29954 0.36669
C 1.18914 2.08431 -0.62056
C 0.86659 2.10943 -1.97246
N 1.44614 2.84349 -2.86841
S 0.87914 2.86422 -4.47798
C -0.30070 1.22236 -2.35411
C -0.35543 0.05136 -1.40773
H -1.23149 -2.75144 1.09290
H -0.40335 -2.53426 -0.46931
H -1.87102 -1.63300 -0.23531
H -0.11142 0.09330 2.86806
H -1.58616 -0.12329 2.08690
H -0.93978 -1.49967 2.97901
H 1.73281 -1.48179 -0.02440
H 1.42093 -2.27563 1.56684
H 1.99193 -0.55910 1.37736
H -1.32093 0.92693 0.25927
H 0.93332 1.30555 1.39861
H 2.07738 2.69679 -0.45955
H 2.38219 3.39413 -2.71575
H -1.16197 1.95735 -2.31824
H -0.28738 0.83822 -3.36990
H -1.12927 -0.65804 -1.71583
H 0.56984 -0.40991 -1.62402
N -0.00145 5.59946 -3.28122
N -0.64079 5.06504 -4.00774
O -1.44378 4.56011 -4.64042
*
```


Record 7
Entry from OMol25: a structure of composition C10H17NO2Si (ωB97M-V with the def2-TZVPD basis set).

## Properties
Electronic energy (eV): -24105.9817
LUMO level (eV): -0.12
Energy relative to the best compared isomer or geometry (same formula, charge and spin) (kcal/mol): 38.9
HOMO (eV): -9.8
F_max (eV/A): 5.930

```
! wB97M-V def2-TZVPD RIJCOSX def2/J DEFGRID3
* xyz 0 1
C -2.20611 -0.21439 0.37016
C -0.98859 -0.55174 0.76565
C -2.68233 0.93284 1.23780
C -0.57967 0.36199 1.89073
C -2.90279 -0.64017 -0.88950
C 2.70672 -1.42415 -1.93763
C 1.00833 0.24662 -1.93517
C 2.91159 0.31909 -0.25356
C -1.95345 2.12552 3.14847
C 1.87546 -0.60234 -1.05175
N -1.64000 1.18809 2.10850
O -3.62964 1.69094 1.16283
O 0.56393 0.42887 2.25629
Si 0.73126 -1.83285 -0.17727
H -3.56933 0.18973 -1.17960
H -3.64396 -1.56827 -0.86416
H -2.24498 -0.72494 -1.66734
H 3.35026 -1.96477 -1.26339
H 2.04417 -2.10571 -2.53291
H 3.39801 -0.86149 -2.61532
H 0.25554 0.92216 -1.40731
H 0.43707 -0.28446 -2.71008
H 1.59866 1.07475 -2.58064
H 3.84455 0.33078 -0.86298
H 2.63339 1.32143 -0.03403
H 3.09107 -0.17895 0.63394
H -2.55743 2.87189 2.74781
H -2.54345 1.66570 3.83337
H -1.05300 2.61514 3.66614
H 0.20171 -2.85874 -0.92277
H 1.54300 -2.47262 1.06372
*
```


Record 8
Entry from OMol25: a structure of composition C10H17NO2Sr (ωB97M-V with the def2-TZVPD basis set).

## Properties
Electronic energy (eV): -17060.6713
LUMO level (eV): 0.08
Energy relative to the best compared isomer or geometry (same formula, charge and spin) (kcal/mol): 108.8
HOMO (eV): -4.3
F_max (eV/A): 4.581

```
! wB97M-V def2-TZVPD RIJCOSX def2/J DEFGRID3
* xyz 0 1
C 0.68966 -1.63757 -1.93550
C 0.52567 1.73422 -1.15581
C -0.59582 -1.47182 -1.67475
H 1.20826 -2.55361 -1.54788
C -0.75410 1.55559 -0.62413
H 1.14694 2.54744 -0.73530
H -1.16366 -2.26208 -1.17484
H -1.01190 2.30401 0.19460
C -1.49945 -0.31761 -2.08706
H -2.46494 -0.78377 -2.45146
H -1.04579 0.17695 -2.98021
C 1.65056 -0.46423 -1.79491
H 2.63319 -0.63873 -2.30955
H 2.02548 -0.45729 -0.74031
C 1.19309 0.91431 -2.22647
H 0.64071 0.87265 -3.17564
H 2.12470 1.55475 -2.44804
C -1.85179 0.68919 -1.01077
H -2.65050 1.24615 -1.32899
H -2.22187 0.08847 -0.06738
Sr 2.33163 -1.31388 2.37562
H 0.09984 -2.16685 3.00685
N 0.83550 0.68035 2.26767
C -0.55196 0.00800 2.50295
C -0.42682 -0.67789 3.87733
O -1.01263 -0.50445 4.88125
O 0.61478 -1.75933 3.73118
H 0.79819 1.47773 2.94865
H 0.82894 1.16016 1.43483
H -1.33133 0.72000 2.53238
H -0.76456 -0.72085 1.71573
*
```


Summary of molecular weight in g/mol
316.325 312.388 181.259 197.258 213.257 227.333 211.337 270.871
(order as listed above)